Entry 1:
Entry from the Open Molecules 2025 dataset: a structure of composition C23H25MnN7S in a non-equilibrium geometry (ωB97M-V/def2-TZVPD).

Last column: Mulliken charge in e.
Element x y z (Å)
Mn1 0.1930 -0.0455 0.5289  0.4455
C1 1.6548 0.6558 2.3185  -0.6110
C2 0.9501 1.5948 3.0309  -0.2428
C3 0.9180 2.9135 2.6113  -0.4797
C4 1.6918 3.3234 1.5752  -0.7191
C5 2.3476 2.3710 0.8251  -0.5141
C6 2.3457 1.0576 1.1724  -0.3781
H1 1.7492 -0.3564 2.7328  0.5191
H2 0.3132 1.3006 3.8729  0.4475
H3 0.2059 3.5812 3.0961  0.4870
H4 1.6483 4.3317 1.2672  0.5028
H5 2.8792 2.6349 -0.0586  0.5300
H6 2.9095 0.3438 0.5749  0.7225
S1 -0.4697 -7.5966 0.4007  0.2359
N1 -1.1987 -6.5646 1.3546  -0.6261
C7 -0.7776 -5.3375 1.0127  0.8066
C8 -1.1801 -4.0964 1.5882  0.2397
C9 -2.1338 -4.0200 2.6001  -0.5746
C10 -2.4440 -2.7430 3.0481  -0.8560
C11 -1.8011 -1.6260 2.5256  -0.2348
N2 -0.8753 -1.7193 1.5935  -0.4089
C12 -0.5603 -2.9172 1.1136  -0.1486
C13 0.4643 -2.9929 0.0363  0.0622
N3 1.0459 -1.8265 -0.3176  0.0943
C14 2.0040 -1.9185 -1.2314  -0.0214
C15 2.3968 -3.0821 -1.8591  -1.0783
C16 1.8076 -4.2951 -1.5344  -0.6008
C17 0.8478 -4.2132 -0.5243  0.4555
C18 0.2029 -5.3976 -0.0299  0.8770
N4 0.4597 -6.6336 -0.4144  -0.6080
H7 -2.5872 -4.8739 3.0412  0.6082
H8 -3.1499 -2.6453 3.8272  0.4823
H9 -2.1145 -0.6599 2.8230  0.5270
H10 2.5690 -1.0251 -1.4901  0.4708
H11 3.2331 -3.0413 -2.5366  0.4463
H12 2.1031 -5.2278 -1.9465  0.6070
C19 -0.0811 0.7229 -2.6708  -1.0910
N5 -0.1451 2.0803 -2.2670  0.2994
C20 0.7993 3.0012 -2.9190  -1.1699
C21 -0.8528 2.4263 -1.1770  0.7933
N6 -0.9687 1.5559 -0.1649  -0.4817
N7 -1.4713 3.6290 -1.1718  0.1686
C22 -1.8469 4.2921 -2.3705  -1.2221
C23 -2.0085 4.1274 0.0974  -1.3101
H13 0.1351 0.7388 -3.7218  0.4172
H14 -1.0543 0.2446 -2.4581  0.2844
H15 0.7138 0.1617 -2.1334  0.2555
H16 1.8337 2.5619 -2.8710  0.3573
H17 0.8765 3.9684 -2.4627  0.4105
H18 0.5020 3.1376 -3.9729  0.3566
H19 -1.7182 1.8184 0.4655  0.0646
H20 -2.0763 3.5916 -3.1509  0.3851
H21 -1.0902 5.0124 -2.6553  0.3600
H22 -2.7540 4.8627 -2.2744  0.4865
H23 -2.9653 3.6367 0.3243  0.3837
H24 -2.1784 5.1974 0.0459  0.4244
H25 -1.2976 3.9798 0.8802  0.3624

Computed properties:
LUMO level (alpha / beta) ... -6.23 / -6.45 eV
2S+1 ... 6
Charge ... +2
Molecular weight ... 486.5 u
⟨S²⟩ ... 8.76

=====

Entry 2:
Entry from the Open Molecules 2025 dataset: the molecule C23H25N3O6S (ωB97M-V/def2-TZVPD).

Last column: Mulliken charge in e.
Element x y z (Å)
C1 3.2250 -2.9064 -1.4439  -0.8658
C2 3.5612 -1.7068 -2.3208  -0.6070
O1 2.7836 -0.5586 -2.0128  -0.4687
C3 1.4324 -0.5974 -2.1997  0.1424
C4 0.7802 -1.4749 -3.0560  -0.7098
C5 -0.5830 -1.3722 -3.2725  -1.0568
C6 -1.3136 -0.3858 -2.6407  -0.9242
C7 -0.6821 0.4794 -1.7646  0.3094
C8 0.6818 0.3789 -1.5233  0.4560
N1 1.3229 1.2470 -0.6220  0.3999
C9 1.0045 2.6561 -0.6057  -0.7934
C10 -0.3454 3.0211 0.0411  0.2842
O2 -1.1133 3.7835 -0.5060  -0.6571
N2 -0.5495 2.3973 1.2206  0.1352
C11 -1.6861 2.5197 2.0431  0.6096
C12 -2.4158 3.7033 2.0805  -0.5018
C13 -3.5007 3.8312 2.9286  -0.6529
C14 -3.8577 2.7900 3.7686  -0.6132
C15 -3.1368 1.6115 3.7350  -0.9308
C16 -2.0657 1.4498 2.8624  0.5339
C17 -1.3970 0.1115 2.8727  0.4247
O3 -1.2072 -0.5108 3.8991  -0.7051
N3 -1.0777 -0.3816 1.6522  0.1492
C18 -0.5471 -1.7174 1.4955  -0.5377
C19 -1.1984 -2.4368 0.3636  0.6062
C20 -0.7651 -3.4853 -0.3931  -0.5141
C21 -1.8078 -3.7726 -1.3078  -0.6556
C22 -2.7920 -2.8748 -1.0434  -0.6313
O4 -2.4327 -2.0620 -0.0334  -0.3305
S1 2.3715 0.7036 0.5466  1.4048
C23 4.0243 1.2089 0.0144  -1.1927
O5 2.2903 -0.7189 0.6561  -0.6359
O6 2.0673 1.4632 1.7321  -0.8015
H1 3.9937 -3.6664 -1.5527  0.4525
H2 3.1716 -2.5827 -0.4077  0.1796
H3 2.2635 -3.3325 -1.7169  0.2321
H4 3.4724 -1.9536 -3.3868  0.3724
H5 4.5884 -1.3828 -2.1313  0.4029
H6 1.3365 -2.2304 -3.5868  0.4121
H7 -1.0665 -2.0606 -3.9478  0.4379
H8 -2.3726 -0.2873 -2.8186  0.4841
H9 -1.2534 1.2583 -1.2850  0.3359
H10 0.9989 3.0493 -1.6273  0.3087
H11 1.7868 3.1570 -0.0317  0.4790
H12 0.2194 1.8383 1.5868  0.2761
H13 -2.1274 4.5201 1.4401  0.4468
H14 -4.0575 4.7560 2.9421  0.4000
H15 -4.6924 2.8952 4.4446  0.4000
H16 -3.3934 0.7854 4.3808  0.4607
H17 -1.3330 0.1126 0.8125  0.0704
H18 -0.7247 -2.2320 2.4489  0.4974
H19 0.5345 -1.6845 1.3223  -0.0553
H20 0.1735 -3.9904 -0.2988  0.6070
H21 -1.8184 -4.5411 -2.0531  0.4700
H22 -3.7568 -2.7136 -1.4809  0.5150
H23 4.1275 0.9783 -1.0356  0.2824
H24 4.7323 0.6459 0.6085  0.4645
H25 4.1266 2.2680 0.2080  0.3981

Computed properties:
SMILES ... CCOc1ccccc1N(CC(=O)Nc1ccccc1C(=O)NCc1ccco1)S(C)(=O)=O
LUMO level ... 0.36 eV
Energy above the lowest of the compared OMol25 structures with the same formula, charge and spin ... 1.074 eV
2S+1 ... 1
Charge ... 0
Molecular weight ... 471.5 u

=====

Entry 3:
Entry from the Open Molecules 2025 dataset: the molecule C23H25NO2 (ωB97M-V/def2-TZVPD).

Last column: Mulliken charge in e.
Element x y z (Å)
C1 -5.1617 -0.1206 -1.2989  -0.7128
O1 -4.8331 0.7042 -0.2094  -0.4890
C2 -3.5165 0.9932 0.0123  0.7910
C3 -3.2495 1.8269 1.0975  -0.7011
C4 -1.9518 2.1737 1.4098  -0.6561
C5 -0.8837 1.6933 0.6611  0.0393
C6 0.5316 2.0824 0.9667  0.0185
C7 0.9991 3.2160 0.0267  -0.8018
N1 2.4195 3.5047 0.0469  -0.2558
C8 3.2472 2.7287 -0.8677  -1.6130
C9 3.2260 1.2425 -0.6104  0.3735
C10 3.9158 0.7056 0.4729  -0.2179
C11 3.7821 -0.6243 0.8075  -0.7075
C12 2.9398 -1.4571 0.0695  0.2438
O2 2.8410 -2.7433 0.5139  -0.4354
C13 1.8496 -3.5748 -0.0449  -0.8013
C14 0.4347 -3.1018 0.1990  0.4369
C15 -0.5915 -3.5216 -0.6372  -0.5898
C16 -1.8963 -3.1320 -0.3925  -0.6285
C17 -2.1866 -2.3090 0.6823  -0.3445
C18 -1.1657 -1.8730 1.5083  -0.5919
C19 0.1371 -2.2728 1.2722  -0.1053
C20 2.2798 -0.9407 -1.0387  0.0525
C21 2.4350 0.3944 -1.3712  -0.1730
C22 -1.1596 0.8632 -0.4153  0.0856
C23 -2.4564 0.5152 -0.7482  -0.5141
H1 -4.7140 -1.1154 -1.2020  0.2154
H2 -4.8499 0.3244 -2.2496  0.3072
H3 -6.2469 -0.2115 -1.2838  0.2667
H4 -4.0806 2.1908 1.6812  0.4554
H5 -1.7646 2.8229 2.2532  0.3928
H6 1.1795 1.2148 0.8354  -0.4393
H7 0.6175 2.4225 2.0013  0.5488
H8 0.7169 2.9744 -1.0004  0.3619
H9 0.4725 4.1356 0.3076  0.2890
H10 2.7745 3.4271 0.9945  0.3100
H11 2.8927 2.9381 -1.8810  0.3890
H12 4.2671 3.1135 -0.7747  0.4859
H13 4.5542 1.3437 1.0679  0.4109
H14 4.3083 -1.0441 1.6507  0.4538
H15 2.0235 -3.7231 -1.1204  0.4031
H16 1.9982 -4.5401 0.4538  0.3453
H17 -0.3673 -4.1630 -1.4785  0.3938
H18 -2.6869 -3.4744 -1.0451  0.4016
H19 -3.2038 -2.0058 0.8792  0.4627
H20 -1.3860 -1.2203 2.3393  0.3858
H21 0.9305 -1.9422 1.9260  0.4147
H22 1.6316 -1.5603 -1.6385  0.3609
H23 1.9133 0.7855 -2.2337  0.2383
H24 -0.3435 0.4681 -1.0015  0.0832
H25 -2.6229 -0.1344 -1.5930  0.3607

Computed properties:
SMILES ... COc1ccc(CCNCc2ccc(OCc3ccccc3)cc2)cc1
LUMO level ... 0.75 eV
Energy above the lowest of the compared OMol25 structures with the same formula, charge and spin ... 1.643 eV
2S+1 ... 1
Charge ... 0
Molecular weight ... 347.5 u

=====

Number 1: DFT total energy -2823.502384 Ha. Number 2: DFT total energy -1905.351390 Ha. Number 3: DFT total energy -1096.651073 Ha.